[1]
An isolated ion of composition CH7BNO and charge +1 at a distorted geometry. Source: the Open Molecules 2025 dataset; level of theory: ωB97M-V with the def2-TZVPD basis set.

The energy above the lowest of the compared OMol25 structures with the same formula, charge and spin comes out at 7.2 kcal/mol. The total energy comes out at -196.91193 hartree. The value obtained for the HOMO-LUMO gap is 0.4280 Eh. The highest occupied orbital energy is -15.7 eV. As for the SMILES: [NH3+]CBO. The charge is +1.

```
11
Properties=species:S:1:pos:R:3:mulliken_charge:R:1
B -1.32668 -0.13402 -0.06549 0.289
C 0.24734 -0.69884 -0.26702 -0.677
N 1.36750 0.21068 0.24832 -0.426
O -1.44373 1.10893 0.33697 -0.424
H -2.34439 -0.87851 -0.42252 -0.003
H 0.30587 -1.67192 0.14343 0.361
H 0.45444 -0.80054 -1.28411 0.361
H 1.28912 0.61117 1.28185 0.394
H 2.37700 -0.17844 0.04375 0.389
H 1.43811 1.02707 -0.39797 0.385
H -2.36459 1.40443 0.38278 0.352
```

[2]
C6H15BaN3O8 as an isolated structure at a distorted geometry. Source: the Open Molecules 2025 dataset; level of theory: ωB97M-V with the def2-TZVPD basis set.

Its spin multiplicity is 2. The total energy comes out at -1028.76097 hartree. The value obtained for the HOMO-LUMO gap (alpha / beta) is 0.2325 / 0.0888 Eh. The highest occupied orbital energy (alpha / beta) is -11.1 / -11.1 eV. The charge is +1.

```
33
Properties=species:S:1:pos:R:3:lowdin_spin:R:1
Ba -1.00855 0.97020 0.20808 -0.002
N -2.70122 4.18912 1.79973 -0.042
O -2.41322 3.28131 1.09240 0.158
O -1.82404 4.56588 2.60444 0.527
O -3.85470 4.65565 1.84839 0.359
N -1.00425 -1.24204 -2.91569 0.000
O -0.24636 -2.23881 -2.94726 0.000
O -1.49433 -0.89504 -1.84048 0.000
O -1.46260 -0.75857 -3.93322 0.000
C -1.94390 -1.46982 2.91172 0.000
O -1.15921 -1.26710 1.68270 0.000
C -0.07090 -2.17486 1.77900 0.000
C 0.97918 -1.81662 0.70635 0.000
N 1.31941 -0.39853 0.84727 0.000
C 2.36649 0.02452 -0.10459 0.000
C 1.89010 0.04303 -1.59990 0.000
O 0.87915 1.05683 -1.75867 0.000
C 0.90814 1.81770 -3.00043 0.000
H -1.37975 -1.33823 3.83504 0.000
H -2.57664 -2.35643 2.87110 0.000
H -2.54218 -0.55957 2.87154 0.000
H -0.44233 -3.18520 1.60770 0.000
H 0.42425 -2.08773 2.74612 0.000
H 0.58026 -1.95073 -0.29913 0.000
H 1.89709 -2.36689 0.91312 0.000
H 1.68130 -0.26158 1.78020 0.000
H 3.23869 -0.61047 0.05081 0.000
H 2.74045 1.00915 0.17607 0.000
H 1.57616 -0.96437 -1.87321 0.000
H 2.83665 0.26659 -2.09203 0.000
H 0.17157 2.61870 -3.06346 0.000
H 0.77087 1.11010 -3.81807 0.000
H 1.86441 2.33383 -3.08565 0.000
```

[3]
C32H30AuN2O2S as an isolated structure. Source: the Open Molecules 2025 dataset; level of theory: ωB97M-V with the def2-TZVPD basis set.

The total energy comes out at -2031.23962 hartree. The value obtained for the HOMO-LUMO gap is 0.2394 Eh. The highest occupied orbital energy is -4.2 eV. The charge is -1.

```
68
Properties=species:S:1:pos:R:3:mulliken_charge:R:1
Au 0.09432 -0.52119 -0.28053 0.706
O 0.39380 3.33414 2.24509 -0.773
S -0.37513 2.32241 1.54527 1.036
O -0.41783 2.43643 0.10288 -0.748
N -0.04533 0.82322 1.92305 0.076
C 0.68553 0.42539 3.00990 0.055
C 1.18966 1.23248 4.02363 -0.593
C 1.94931 0.71599 5.08486 -0.861
C 2.23982 -0.61529 5.19133 -0.969
C 1.73484 -1.48976 4.20300 1.341
C 1.99013 -2.88091 4.23884 -0.670
C 1.47780 -3.69811 3.27417 -0.828
C 0.68568 -3.10996 2.26605 -0.220
N 0.43165 -1.83191 2.20312 -0.057
C 0.94974 -0.99442 3.13332 -0.037
C -2.06610 2.52097 2.08923 0.132
C -3.09222 2.61575 1.16656 -0.122
C -4.40364 2.73529 1.61073 -0.683
C -4.68057 2.75990 2.96819 -0.422
C -3.64330 2.66714 3.89023 -0.590
C -2.33504 2.54844 3.45265 -0.390
H 1.02739 2.29808 3.97702 0.540
H 2.31853 1.41221 5.82940 0.365
H 2.83326 -1.01162 6.00609 0.336
H 2.59772 -3.27641 5.04560 0.368
H 1.65775 -4.76521 3.27354 0.392
H 0.24882 -3.72716 1.48525 0.384
H -2.85075 2.58781 0.11262 0.459
H -5.20976 2.80303 0.89069 0.376
H -5.70393 2.84724 3.31177 0.353
H -3.85708 2.68586 4.95171 0.396
H -1.51970 2.47522 4.16107 0.342
C -1.99866 -0.93071 -0.43402 -1.624
C -2.36943 -1.60029 -1.69571 0.538
C -2.16104 -2.97561 -1.88402 -0.184
C -2.49389 -3.60910 -3.06814 -0.526
C -3.04290 -2.89079 -4.12573 -0.431
C -3.24702 -1.52693 -3.96583 -0.642
C -2.91895 -0.89708 -2.77501 -0.178
H -2.25499 -1.54697 0.43152 0.445
H -2.51893 0.02601 -0.33669 0.165
H -1.71306 -3.54443 -1.07608 0.295
H -2.31668 -4.67410 -3.17153 0.371
H -3.30709 -3.38556 -5.05222 0.362
H -3.66881 -0.94416 -4.77723 0.359
H -3.07625 0.17096 -2.67193 0.367
C 4.16871 -0.39404 -1.92222 -1.927
C 2.78310 0.21280 -1.64992 2.858
C 2.93730 1.50038 -0.79279 -1.849
C 1.96637 -0.60612 -0.70287 -1.398
C 2.10499 0.50347 -2.98652 -0.076
C 1.19067 -0.38804 -3.54168 -0.091
C 0.62008 -0.14515 -4.78253 -0.820
C 0.95993 0.99241 -5.49875 -0.391
C 1.87831 1.88251 -4.96242 -0.816
C 2.44444 1.63704 -3.71985 -0.211
H 4.70950 -0.54065 -0.98468 0.434
H 4.75902 0.26129 -2.56590 0.409
H 4.07321 -1.35876 -2.42405 0.403
H 3.31344 1.25827 0.20412 0.513
H 1.98193 2.01051 -0.67825 0.319
H 3.66640 2.16194 -1.26608 0.448
H 2.63716 -1.19769 -0.06311 0.305
H 0.88840 -1.26292 -2.98220 0.461
H -0.10739 -0.84428 -5.17687 0.389
H 0.50582 1.18905 -6.46216 0.391
H 2.15018 2.77891 -5.50645 0.360
H 3.15076 2.35274 -3.31858 0.275
```

[4]
C3H3HgO4 as an isolated structure at a distorted geometry. Source: the Open Molecules 2025 dataset; level of theory: ωB97M-V with the def2-TZVPD basis set.

Its spin multiplicity is 3. The energy above the lowest of the compared OMol25 structures with the same formula, charge and spin comes out at 15.5 kcal/mol. The total energy comes out at -570.04787 hartree. The value obtained for the HOMO-LUMO gap (alpha / beta) is 0.3303 / 0.2394 Eh. The highest occupied orbital energy (alpha / beta) is -13.9 / -15.7 eV. The charge is +1.

```
11
Properties=species:S:1:pos:R:3:lowdin_spin:R:1
C 0.62219 1.35513 -0.67513 0.053
C -0.71204 0.84208 -0.20782 0.055
O -0.65888 -0.16379 0.75617 0.609
O 1.67396 1.01448 -0.17996 0.178
H 0.58013 2.22634 -1.35626 0.014
H -1.31680 1.66821 0.20305 0.020
Hg 2.35957 -0.73290 1.07639 0.638
O -1.39487 -2.65677 0.82559 0.078
O 0.64134 -2.14972 0.22031 0.359
C -0.51898 -1.89424 0.43206 -0.007
H -1.27562 0.49120 -1.09440 0.003
```

[5]
One molecule with the formula C4H12N2 at a distorted geometry. Source: the Open Molecules 2025 dataset; level of theory: ωB97M-V with the def2-TZVPD basis set.

The energy above the lowest of the compared OMol25 structures with the same formula, charge and spin comes out at 28.2 kcal/mol. The total energy comes out at -269.07147 hartree. The value obtained for the HOMO-LUMO gap is 0.3688 Eh. The highest occupied orbital energy is -8.9 eV. As for the SMILES: CCNCCN.

```
18
Properties=species:S:1:pos:R:3:mulliken_charge:R:1
N 1.06517 -0.39236 -1.96780 -0.688
C 1.29236 0.69673 -1.01269 -0.310
C 1.25233 0.14916 0.39611 -0.830
N 0.03590 -0.56155 0.84768 -0.394
C -1.13837 0.27344 1.31487 -0.241
C -2.31940 -0.23039 0.50692 -1.203
H 0.56654 -0.02725 -2.76992 0.248
H 0.43186 -1.06472 -1.54328 0.268
H 2.31009 1.06036 -1.13288 0.324
H 0.55705 1.50606 -1.08983 0.268
H 1.45891 0.87015 1.19288 0.428
H 2.02292 -0.62875 0.36189 0.372
H 0.35106 -1.01232 1.69437 0.211
H -1.06811 1.32362 1.04524 0.246
H -1.09652 -0.04090 2.35244 0.338
H -2.11430 0.01048 -0.54171 0.244
H -2.52636 -1.29518 0.45688 0.345
H -3.26538 0.28220 0.71868 0.374
```

[6]
One molecule with the formula C6H14O2. Source: the Open Molecules 2025 dataset; level of theory: ωB97M-V with the def2-TZVPD basis set.

The energy above the lowest of the compared OMol25 structures with the same formula, charge and spin comes out at 14.7 kcal/mol. The total energy comes out at -387.48405 hartree. The value obtained for the HOMO-LUMO gap is 0.3975 Eh. The highest occupied orbital energy is -10.0 eV. As for the SMILES: CC(C)[C@@H](O)[C@@H](C)O.

```
22
Properties=species:S:1:pos:R:3:mulliken_charge:R:1
C 0.71918 -0.59147 -0.22456 -0.127
C 0.96708 0.32366 0.99405 0.383
C -0.47288 -0.26399 -1.15019 0.685
C -0.13134 0.31100 2.04214 -1.425
C -1.78455 -0.88162 -0.66418 -1.446
C -0.64567 1.23204 -1.41926 -1.521
O 2.17386 -0.12082 1.63869 -0.604
O 1.91180 -0.52768 -1.03724 -0.619
H 2.50436 -1.22400 -0.70018 0.352
H 2.89436 0.11458 1.02531 0.332
H 0.64352 -1.63478 0.10841 0.367
H 1.15955 1.35428 0.67510 0.235
H -0.25796 -0.72542 -2.12478 0.274
H -0.38680 -0.71333 2.33292 0.342
H -1.03333 0.81740 1.69189 0.297
H 0.20407 0.82108 2.95229 0.389
H -2.57441 -0.73463 -1.40919 0.426
H -0.97654 1.77123 -0.52634 0.248
H -1.67219 -1.96077 -0.51463 0.380
H -2.13419 -0.44356 0.27255 0.234
H -1.39894 1.39595 -2.19770 0.451
H 0.29102 1.68089 -1.76510 0.346
```

What did the fourth record say?
C3H3HgO4 as an isolated structure at a distorted geometry. Source: the Open Molecules 2025 dataset; level of theory: ωB97M-V with the def2-TZVPD basis set.

Its spin multiplicity is 3. The energy above the lowest of the compared OMol25 structures with the same formula, charge and spin comes out at 15.5 kcal/mol. The total energy comes out at -570.04787 hartree. The value obtained for the HOMO-LUMO gap (alpha / beta) is 0.3303 / 0.2394 Eh. The highest occupied orbital energy (alpha / beta) is -13.9 / -15.7 eV. The charge is +1.

```
11
Properties=species:S:1:pos:R:3:lowdin_spin:R:1
C 0.62219 1.35513 -0.67513 0.053
C -0.71204 0.84208 -0.20782 0.055
O -0.65888 -0.16379 0.75617 0.609
O 1.67396 1.01448 -0.17996 0.178
H 0.58013 2.22634 -1.35626 0.014
H -1.31680 1.66821 0.20305 0.020
Hg 2.35957 -0.73290 1.07639 0.638
O -1.39487 -2.65677 0.82559 0.078
O 0.64134 -2.14972 0.22031 0.359
C -0.51898 -1.89424 0.43206 -0.007
H -1.27562 0.49120 -1.09440 0.003
```